[1]
A 2-piece molecular cluster, C4H6N2O overall. Source: the Open Molecules 2025 dataset; level of theory: ωB97M-V with the def2-TZVPD basis set.

```
13
C4H6N2O, DFT ωB97M-V with the def2-TZVPD basis set
C 0.26936 -1.07940 0.86800
O 1.43956 -1.12712 -0.05791
C 0.66848 -0.16721 -0.60346
C -0.48278 -0.30000 -1.43917
N -1.35402 0.60522 -1.06496
C -0.74965 1.29287 -0.03076
N 0.66333 1.14717 -0.16952
H -0.28893 -2.00724 0.76565
H -0.69795 0.09708 0.85518
H 0.66489 -0.89284 1.86841
H -0.70707 -1.10717 -2.12607
H -1.16152 2.25157 0.27153
H 1.23538 1.34108 0.64449
```

Its LUMO energy is 0.8596 eV. The charge is 0. The frontier orbital gap is 10.045 eV.


[2]
The molecule C4H6N2O. Source: the Open Molecules 2025 dataset; level of theory: ωB97M-V with the def2-TZVPD basis set.

```
13
C4H6N2O, DFT ωB97M-V with the def2-TZVPD basis set
N -1.90392 0.55629 -0.01234
C -0.49436 0.33152 0.00032
C 0.64911 1.19438 0.03470
C 1.76284 0.39964 0.03248
N 1.34667 -0.92176 -0.00240
C -0.01014 -0.95064 -0.02145
O -0.69452 -2.11152 -0.05628
H -2.20018 1.09158 -0.82185
H -2.21989 1.05643 0.81208
H 0.64044 2.27632 0.05805
H 2.81506 0.64421 0.05199
H 1.93698 -1.73644 -0.01129
H -1.62688 -1.83049 -0.06349
```

Its LUMO energy is 0.9717 eV. As for the SMILES: Nc1cc[nH]c1O. The charge is 0. The frontier orbital gap is 8.538 eV.


[3]
The molecule C4H6N2O. Source: the Open Molecules 2025 dataset; level of theory: ωB97M-V with the def2-TZVPD basis set.

```
13
C4H6N2O, DFT ωB97M-V with the def2-TZVPD basis set
C 0.34172 -0.00280 1.69861
O 1.42905 -0.28654 0.78676
C 0.77260 -0.33449 -0.40570
C -0.09790 -1.27866 -0.87727
N -1.13941 -0.66177 -1.52888
C -0.88483 0.62422 -1.46724
N 0.31003 0.87570 -0.87265
H 0.08893 -0.90620 2.25736
H -0.55199 0.31798 1.13455
H 0.63861 0.82265 2.34239
H -0.06679 -2.34552 -0.69946
H -1.53569 1.41936 -1.80114
H 0.69566 1.75606 -0.56733
```

Its LUMO energy is 0.8142 eV. As for the SMILES: COc1cnc[nH]1. The charge is 0. The frontier orbital gap is 9.463 eV.


[4]
The molecule C4H6N2O. Source: the Open Molecules 2025 dataset; level of theory: ωB97M-V with the def2-TZVPD basis set.

```
13
C4H6N2O, DFT ωB97M-V with the def2-TZVPD basis set
N -1.01095 -0.88353 1.48448
C -0.27196 -0.66153 0.27003
N 1.06732 -0.16625 0.52182
C 1.41193 0.70665 -0.46805
C 0.37557 1.05830 -1.27324
C -0.80004 0.34845 -0.78494
O -1.97501 0.43621 -1.08987
H -1.87511 -1.36682 1.26145
H -1.26845 0.00523 1.90446
H -0.22324 -1.61780 -0.27516
H 1.73730 -0.70917 1.04157
H 2.43651 1.06203 -0.52240
H 0.39614 1.78824 -2.07016
```

Its LUMO energy is 0.6413 eV. As for the SMILES: N[C@@H]1NC=CC1=O. The charge is 0. The frontier orbital gap is 9.291 eV.


[5]
The molecule C4H6N2O. Source: the Open Molecules 2025 dataset; level of theory: ωB97M-V with the def2-TZVPD basis set.

```
13
C4H6N2O, DFT ωB97M-V with the def2-TZVPD basis set
N -2.11416 0.65611 -0.30989
C -0.85211 0.13711 -0.12760
C -0.70755 -1.20629 -0.11092
N 1.00028 -1.29658 0.01629
C 1.38184 -0.02575 0.20614
O 2.68024 0.27329 0.48374
C 0.33325 0.86814 0.09670
H -2.78893 0.26761 -0.92514
H -2.58439 1.11853 0.42851
H -1.22946 -1.97071 -0.67490
H 1.74932 -1.99810 0.13553
H 2.74026 1.23375 0.59964
H 0.38562 1.94238 0.17690
```

Its LUMO energy is 0.8566 eV. As for the SMILES: Nc1c[nH]c(O)c1. The charge is 0. The frontier orbital gap is 8.557 eV.


[6]
The molecule C4H6N2O. Source: the Open Molecules 2025 dataset; level of theory: ωB97M-V with the def2-TZVPD basis set.

```
13
C4H6N2O, DFT ωB97M-V with the def2-TZVPD basis set
H 1.97905 -1.91180 -1.07075
N 1.40912 -1.49760 -0.31998
C 0.60305 -0.50595 -0.63069
O -0.11566 -0.49519 -1.87553
N -1.16866 0.30534 -1.71482
C -0.98917 0.83573 -0.46844
C -0.09408 0.21941 0.36501
C 0.26047 0.08488 1.75416
H -1.16068 1.07972 -2.32321
H -1.68554 1.79763 -0.48133
H -0.33086 -0.83920 2.29136
H 1.49169 0.06349 2.05550
H -0.19870 0.86353 2.41872
```

Its LUMO energy is 0.7188 eV. As for the SMILES: [H]/N=c1\o[nH]cc1C. The charge is 0. The frontier orbital gap is 9.061 eV.


[7]
The molecule C4H6N2O. Source: the Open Molecules 2025 dataset; level of theory: ωB97M-V with the def2-TZVPD basis set.

```
13
C4H6N2O, DFT ωB97M-V with the def2-TZVPD basis set
N 1.98840 0.24328 0.37029
C 0.82892 -0.02538 -0.27528
C 0.64767 -0.32251 -1.62165
C -0.74820 -0.44993 -1.62015
N -1.41401 -0.41595 -0.42438
C -0.42114 -0.14408 0.59385
O -0.69420 0.99489 1.37213
H 1.96389 0.87565 1.15989
H 2.80117 0.30697 -0.22529
H -1.37762 -0.58314 -2.50263
H -2.38172 -0.14771 -0.31278
H -0.28337 -1.03605 1.22181
H -0.90979 0.70396 2.26419
```

Its LUMO energy is 0.1564 eV. As for the SMILES: NC1=C=CN[C@@H]1O. The charge is 0. The frontier orbital gap is 7.575 eV.


[8]
A 2-piece molecular cluster, C4H6N2O overall. Source: the Open Molecules 2025 dataset; level of theory: ωB97M-V with the def2-TZVPD basis set.

```
13
C4H6N2O, DFT ωB97M-V with the def2-TZVPD basis set
C 0.99761 -0.04522 1.75407
O 1.23750 -1.01918 0.72619
C 0.20215 -1.34620 -0.01566
N -0.98417 -1.05813 0.10677
N -2.11963 -0.66714 -0.23696
C -0.41105 1.01283 -2.14105
C 0.72359 1.41287 -2.17883
H 1.95065 0.10686 2.26152
H 0.64515 0.88868 1.30655
H 0.25194 -0.43226 2.45707
H -2.81180 -1.25449 0.24178
H -1.41083 0.63366 -2.04879
H 1.72889 1.76771 -2.23266
```

Its LUMO energy (alpha / beta) is 0.3195 / 0.3188 eV. The charge is 0. The frontier orbital gap (alpha / beta) is 9.309 / 9.308 eV.


[9]
The molecule C4H6N2O. Source: the Open Molecules 2025 dataset; level of theory: ωB97M-V with the def2-TZVPD basis set.

```
13
C4H6N2O, DFT ωB97M-V with the def2-TZVPD basis set
N -0.20674 1.59978 -0.31677
C 0.84714 -0.42078 -0.17946
C 0.98623 1.00420 -0.30056
C -1.29587 0.80424 -0.10221
O 1.75391 -1.04998 0.67434
N -1.62017 -1.57661 0.31296
C -0.94615 -0.51444 0.17882
H 1.55404 -1.99409 0.68325
H -0.30634 2.59742 -0.43712
H -1.11811 -2.32571 0.78927
H 0.71248 -0.93944 -1.13491
H 1.90090 1.56636 -0.23030
H -2.26132 1.24904 0.06270
```

Its LUMO energy (alpha / beta) is 0.2882 / 0.2886 eV. The charge is 0. The frontier orbital gap (alpha / beta) is 7.573 / 7.574 eV.


[10]
The molecule C4H6N2O. Source: the Open Molecules 2025 dataset; level of theory: ωB97M-V with the def2-TZVPD basis set.

```
13
C4H6N2O, DFT ωB97M-V with the def2-TZVPD basis set
C 2.15946 -0.20668 0.12668
C 0.71087 -0.09900 -0.21193
N 0.11481 -0.60980 -1.25830
C -1.23307 -0.34527 -1.10185
C -1.43427 0.32276 0.07073
O -2.51983 0.78719 0.74354
N -0.19410 0.49394 0.62758
H 2.58813 -1.01194 -0.47377
H 2.27800 -0.46087 1.18739
H 2.71819 0.71646 -0.06601
H -1.96949 -0.66971 -1.82612
H -3.21104 0.11755 0.68409
H -0.00767 0.96538 1.49799
```

Its LUMO energy is 0.6754 eV. As for the SMILES: Cc1ncc(O)[nH]1. The charge is 0. The frontier orbital gap is 8.839 eV.


[11]
The molecule C4H6N2O. Source: the Open Molecules 2025 dataset; level of theory: ωB97M-V with the def2-TZVPD basis set.

```
13
C4H6N2O, DFT ωB97M-V with the def2-TZVPD basis set
N 1.21083 1.51979 0.54150
C 0.28679 0.56577 0.13366
C -1.11989 1.02197 0.24620
N -2.10555 0.22148 0.27607
C -0.17541 -1.65212 -0.95931
O 0.48455 -2.80057 -0.76167
C 0.67428 -0.62548 -0.38813
H 0.95940 2.06682 1.35411
H 2.16325 1.18577 0.59502
H -1.22616 2.11659 0.29431
H -2.97906 0.75370 0.28448
H -0.00671 -3.50198 -1.20772
H 1.74288 -0.84322 -0.45295
```

Its LUMO energy (alpha / beta) is 0.1934 / 0.1936 eV. The charge is 0. The frontier orbital gap (alpha / beta) is 7.939 / 7.939 eV.


[12]
The molecule C4H6N2O. Source: the Open Molecules 2025 dataset; level of theory: ωB97M-V with the def2-TZVPD basis set.

```
13
C4H6N2O, DFT ωB97M-V with the def2-TZVPD basis set
C -0.75867 -0.19184 -1.90815
C -0.24730 0.00920 -0.51593
N 0.65778 -0.70756 0.04279
C 0.72332 -0.22390 1.41207
O 2.00471 -0.13519 1.92196
N -0.05101 0.99883 1.53643
C -0.70622 1.05282 0.44136
H -1.43339 -1.05441 -1.93823
H 0.07323 -0.39810 -2.58538
H -1.30675 0.68438 -2.26821
H 0.07697 -0.89423 2.00653
H 2.48364 -0.90055 1.57595
H -1.51630 1.76055 0.27882
```

Its LUMO energy is 0.1822 eV. As for the SMILES: CC1=N[C@@H](O)N=C1. The charge is 0. The frontier orbital gap is 10.689 eV.


[13]
The molecule C4H6N2O. Source: the Open Molecules 2025 dataset; level of theory: ωB97M-V with the def2-TZVPD basis set.

```
13
C4H6N2O, DFT ωB97M-V with the def2-TZVPD basis set
O 0.11153 -1.98129 -1.63899
C -0.19070 -1.08487 -0.89266
N -0.55921 -1.21304 0.42659
C -0.68442 0.04568 1.11757
C -0.12602 0.97051 0.08367
C 1.11637 0.78983 -0.73323
N -0.17886 0.33877 -1.24169
H -0.42598 -2.08924 0.90446
H -0.13747 0.08062 2.06424
H -1.73553 0.31344 1.30257
H -0.51476 1.98919 0.07860
H 1.42820 1.80736 -0.76349
H 1.89686 0.03303 -0.70762
```

Its LUMO energy is 0.8471 eV. As for the SMILES: O=C1NC[C@H]2CN12. The charge is 0. The frontier orbital gap is 10.360 eV.


[14]
The molecule C4H6N2O. Source: the Open Molecules 2025 dataset; level of theory: ωB97M-V with the def2-TZVPD basis set.

```
13
C4H6N2O, DFT ωB97M-V with the def2-TZVPD basis set
H 3.08741 -0.81532 0.15165
N 2.18824 -1.22801 -0.04661
C 1.42727 -0.23301 0.00457
C 1.82460 1.12505 0.30646
N 2.39443 2.07992 0.59931
O 0.20313 -0.17197 -0.36631
C -1.00351 -0.77717 -0.12446
C -1.83570 0.47806 -0.08928
H -1.15798 -1.37640 -1.02431
H -1.02102 -1.34002 0.82156
H -1.80882 0.97194 -1.07883
H -2.82027 0.12278 0.13257
H -1.47778 1.16414 0.71367
```

Its LUMO energy is 0.5143 eV. As for the SMILES: [H]/N=C(\C#N)OCC. The charge is 0. The frontier orbital gap is 11.266 eV.


[15]
The molecule C4H6N2O. Source: the Open Molecules 2025 dataset; level of theory: ωB97M-V with the def2-TZVPD basis set.

```
13
C4H6N2O, DFT ωB97M-V with the def2-TZVPD basis set
N 1.92905 0.84781 -0.22177
C 0.59920 0.39523 -0.08162
N -0.44382 1.29254 -0.05261
C -1.62645 0.63387 0.12519
C -1.35545 -0.71167 0.22004
C 0.05220 -0.85549 0.07833
O 0.79930 -2.00761 0.10572
H 2.45890 0.19096 -0.78502
H 2.38593 0.89199 0.68503
H -0.32073 2.27820 -0.21658
H -2.56625 1.16504 0.17190
H -2.07120 -1.50035 0.41550
H 0.27190 -2.70711 -0.29818
```

Its LUMO energy is 0.9103 eV. As for the SMILES: Nc1[nH]ccc1O. The charge is 0. The frontier orbital gap is 8.625 eV.


[16]
The molecule C4H6N2O. Source: the Open Molecules 2025 dataset; level of theory: ωB97M-V with the def2-TZVPD basis set.

```
13
C4H6N2O, DFT ωB97M-V with the def2-TZVPD basis set
C 2.10275 -0.26926 0.15859
C 0.68997 0.03017 -0.17556
N 0.11349 -0.26671 -1.31435
C -1.20279 0.07460 -1.15306
C -1.43348 0.46082 0.13131
O -2.43754 -0.08772 0.88300
N -0.18701 0.55920 0.72856
H 2.45850 -0.98280 -0.58714
H 2.19440 -0.72279 1.15311
H 2.71718 0.63172 0.12013
H -1.97666 -0.12978 -1.87787
H -3.18784 -0.25651 0.30475
H 0.08345 1.06981 1.55965
```

Its LUMO energy is 0.7395 eV. As for the SMILES: Cc1ncc(O)[nH]1. The charge is 0. The frontier orbital gap is 8.570 eV.


[17]
The molecule C4H6N2O. Source: the Open Molecules 2025 dataset; level of theory: ωB97M-V with the def2-TZVPD basis set.

```
13
C4H6N2O, DFT ωB97M-V with the def2-TZVPD basis set
C 1.57045 1.63730 0.45706
C 0.82694 0.49388 -0.17720
C -0.24459 -0.11686 0.27823
C -1.14478 -1.04491 0.51240
N -2.43190 -1.13742 -0.01039
N 1.47845 -0.04660 -1.37872
O 0.79916 -0.81184 -2.01720
H 2.30045 2.05824 -0.24031
H 0.88947 2.42588 0.78588
H 2.11842 1.28165 1.33732
H -0.89106 -1.79330 1.26320
H -2.83575 -2.05263 0.12881
H -2.47795 -0.87126 -0.98575
```

Its LUMO energy is -0.3639 eV. As for the SMILES: CC(=C=CN)N=O. The charge is 0. The frontier orbital gap is 8.152 eV.


[18]
The molecule C4H6N2O. Source: the Open Molecules 2025 dataset; level of theory: ωB97M-V with the def2-TZVPD basis set.

```
13
C4H6N2O, DFT ωB97M-V with the def2-TZVPD basis set
C -0.01435 0.66493 0.66458
C 0.69320 -0.55008 1.04437
C -0.72895 -0.54599 -0.46862
C -0.52735 -0.39333 -1.76108
O -1.05651 0.94149 1.53924
N 0.60116 1.70512 0.13608
N 1.35701 -1.55121 0.98836
H -1.26466 1.86750 1.33931
H 1.29859 1.46841 -0.56054
H 2.02286 -1.79667 1.71521
H -1.46874 -1.18794 -0.00444
H 0.20619 0.31098 -2.13934
H -1.11844 -0.93322 -2.49314
```

Its LUMO energy (alpha / beta) is 0.0070 / 0.0073 eV. The charge is 0. The frontier orbital gap (alpha / beta) is 7.772 / 7.773 eV.


[19]
The molecule C4H6N2O. Source: the Open Molecules 2025 dataset; level of theory: ωB97M-V with the def2-TZVPD basis set.

```
13
C4H6N2O, DFT ωB97M-V with the def2-TZVPD basis set
H 2.00667 -1.93623 1.17033
N 1.25087 -1.41787 0.73157
C 1.61385 -0.96581 -0.39237
O 0.80635 -0.25490 -1.19644
C -0.53143 -0.06502 -0.74138
C -0.57879 1.03870 0.31899
C -1.95370 1.29167 0.75363
N -3.04657 1.47121 1.08618
H 2.59302 -1.07341 -0.86666
H -0.92284 -1.00099 -0.33381
H -1.10056 0.22093 -1.62819
H 0.01516 0.72950 1.18381
H -0.15202 1.96223 -0.08566
```

Its LUMO energy is 0.7232 eV. As for the SMILES: [H]/N=C/OCCC#N. The charge is 0. The frontier orbital gap is 11.455 eV.


[20]
The molecule C4H6N2O. Source: the Open Molecules 2025 dataset; level of theory: ωB97M-V with the def2-TZVPD basis set.

```
13
C4H6N2O, DFT ωB97M-V with the def2-TZVPD basis set
H -2.23567 1.84025 -0.17006
N -1.46427 1.17788 -0.15801
C -1.87452 0.03115 0.18341
O -1.07997 -1.04428 0.31380
C 0.24272 -0.97180 -0.21212
C 1.16723 0.03568 0.50204
C 2.15906 0.53134 -0.45493
N 2.90455 0.90109 -1.25838
H -2.90377 -0.25280 0.41951
H 0.18871 -0.73479 -1.27869
H 0.63303 -1.98471 -0.09399
H 0.58403 0.88913 0.85162
H 1.67887 -0.41816 1.35579
```

Its LUMO energy is 0.7328 eV. As for the SMILES: [H]/N=C/OCCC#N. The charge is 0. The frontier orbital gap is 11.477 eV.


| no. | DFT total energy (Ha) |
| --- | --- |
| 1 | -340.6060 |
| 2 | -340.7639 |
| 3 | -340.7172 |
| 4 | -340.7604 |
| 5 | -340.7040 |
| 6 | -340.6145 |
| 7 | -340.6675 |
| 8 | -340.5521 |
| 9 | -340.6607 |
| 10 | -340.7731 |
| 11 | -340.6509 |
| 12 | -340.7436 |
| 13 | -340.7250 |
| 14 | -340.6911 |
| 15 | -340.7601 |
| 16 | -340.7344 |
| 17 | -340.6236 |
| 18 | -340.5831 |
| 19 | -340.7479 |
| 20 | -340.7419 |